Record 1
{
  "formula": "C42H88F3N5O20",
  "method": "wB97M-V/def2-TZVPD",
  "symbols": ["C", "N", "C", "C", "C", "C", "O", "H", "H", "H", "H", "H", "H", "H", "H", "H", "H", "H", "H", "H", "H", "C", "N", "C", "C", "C", "C", "O", "H", "H", "H", "H", "H", "H", "H", "H", "H", "H", "H", "H", "H", "H", "C", "N", "C", "C", "C", "C", "O", "H", "H", "H", "H", "H", "H", "H", "H", "H", "H", "H", "H", "H", "H", "C", "N", "C", "C", "C", "C", "O", "H", "H", "H", "H", "H", "H", "H", "H", "H", "H", "H", "H", "H", "H", "C", "O", "O", "O", "C", "C", "C", "C", "C", "C", "N", "O", "C", "C", "C", "H", "H", "H", "H", "H", "H", "H", "H", "H", "H", "H", "H", "H", "H", "H", "H", "H", "H", "H", "C", "C", "O", "C", "O", "O", "H", "H", "H", "H", "C", "C", "O", "C", "O", "O", "F", "H", "H", "H", "C", "C", "O", "C", "O", "O", "F", "H", "H", "H", "C", "C", "O", "C", "O", "O", "F", "H", "H", "H"],
  "xyz": [[5.62300, -2.45403, 2.86666], [4.65608, -1.43172, 2.39735], [5.29404, -0.09804, 2.38585], [4.16331, -1.72743, 0.98415], [3.43718, -1.38729, 3.27618], [2.88298, -2.74645, 3.65730], [2.56881, -3.42159, 2.46856], [5.18366, -3.42734, 2.67715], [5.89861, -2.18975, 3.88204], [6.52096, -2.39244, 2.25057], [4.60312, 0.67245, 2.06185], [6.12542, -0.08314, 1.67388], [5.81979, 0.00172, 3.33632], [3.25524, -1.18232, 0.76027], [4.01422, -2.79948, 0.97896], [4.95303, -1.40735, 0.30726], [2.64506, -0.81653, 2.77566], [3.75684, -0.76431, 4.12061], [1.98044, -2.60517, 4.25480], [3.62749, -3.28780, 4.24367], [1.83665, -2.87364, 2.03779], [0.89102, 3.56718, -2.56116], [2.32193, 3.17918, -2.70807], [2.36689, 1.93113, -3.59019], [3.10803, 4.27756, -3.31568], [2.91006, 2.84503, -1.38272], [2.18818, 1.70823, -0.69632], [2.46707, 1.65831, 0.71372], [0.28700, 2.71684, -2.29010], [0.52818, 4.02425, -3.47909], [0.89467, 4.33910, -1.78889], [2.29944, 2.28636, -4.60935], [1.52194, 1.32981, -3.26603], [3.29497, 1.41477, -3.37235], [2.78778, 4.38600, -4.34851], [4.14490, 3.94982, -3.40880], [3.05220, 5.14178, -2.66534], [2.96462, 3.74162, -0.77117], [3.89837, 2.46461, -1.64409], [2.42082, 0.69970, -1.06484], [1.10225, 1.82637, -0.83181], [1.77713, 1.02676, 1.08572], [-0.54900, 2.82896, 4.86294], [0.45596, 3.11632, 3.80866], [1.55623, 2.12665, 3.99102], [-0.25287, 2.88461, 2.50146], [0.93725, 4.52265, 3.88316], [1.44995, 4.99444, 5.22184], [2.71042, 4.40401, 5.44167], [-1.37962, 3.52751, 4.80355], [-0.09234, 2.99472, 5.83879], [-0.81282, 1.78284, 4.80969], [2.15538, 2.25219, 3.09339], [1.13303, 1.12411, 4.00262], [2.11270, 2.26957, 4.90884], [-1.14128, 3.51267, 2.47466], [-0.62656, 1.86810, 2.54730], [0.49466, 3.07736, 1.74296], [0.12242, 5.12000, 3.47286], [1.74023, 4.64217, 3.15207], [0.77677, 4.82690, 6.05972], [1.59188, 6.06843, 5.05403], [3.28171, 4.97339, 5.96715], [-3.10674, 4.50460, -1.01825], [-4.21656, 3.54113, -0.75320], [-4.56229, 3.51878, 0.67743], [-5.42618, 4.07646, -1.52235], [-3.88121, 2.25163, -1.40131], [-2.90910, 1.35646, -0.70542], [-1.57242, 1.83408, -0.82109], [-3.30027, 5.42569, -0.47470], [-2.99855, 4.62600, -2.08607], [-2.25314, 4.03032, -0.53504], [-3.76494, 3.33047, 1.39084], [-5.27255, 2.71484, 0.85342], [-4.98499, 4.49596, 0.88927], [-6.26168, 3.41135, -1.36993], [-5.07978, 4.16861, -2.54439], [-5.51599, 5.07800, -1.11365], [-3.64612, 2.31678, -2.46094], [-4.83293, 1.70541, -1.41479], [-3.08226, 0.28835, -0.87528], [-3.08502, 1.33695, 0.39284], [-0.96922, 1.12784, -0.45527], [0.30443, -0.91431, 0.91079], [0.60169, 0.00207, 1.87481], [0.72003, -2.15532, 1.06048], [-0.26963, -0.52854, -0.22098], [-1.62737, 0.69769, -3.51552], [-1.03183, -0.25901, -4.55938], [-0.54185, 0.58699, -5.73505], [0.37609, -0.12223, -6.69427], [1.56952, -0.73766, -5.92864], [1.18011, -1.55821, -4.68090], [0.12578, -0.88639, -3.91231], [-0.33699, -1.71133, -2.84448], [0.77297, -2.96765, -5.14890], [2.45814, -1.65628, -3.83970], [-2.07716, -1.25599, -5.01987], [-2.36725, 1.40926, -3.87617], [-0.78629, 1.22008, -3.07043], [-1.97363, 0.09015, -2.68359], [-1.42283, 0.99592, -6.24888], [-0.08731, 1.51751, -5.35825], [0.74709, 0.60708, -7.41563], [-0.06569, -0.97525, -7.21226], [2.22745, 0.08776, -5.61324], [2.06005, -1.37787, -6.65927], [-0.11884, -2.95723, -5.76862], [1.58454, -3.48765, -5.65115], [0.52078, -3.51995, -4.23858], [2.59224, -0.75055, -3.23637], [2.34621, -2.46178, -3.10884], [3.30445, -1.81960, -4.49784], [-1.92390, -1.82565, -5.94124], [-3.03576, -0.74556, -5.21330], [-2.40597, -2.05386, -4.34180], [0.20797, -1.46529, -2.07236], [-2.98250, -0.78363, 3.86688], [-4.36889, -1.21225, 4.40535], [-5.12694, 0.01847, 4.32284], [-4.48920, 0.95289, 3.63248], [-4.96748, 2.02582, 3.37719], [-3.24926, 0.53658, 3.24838], [-2.68630, -1.43997, 3.06139], [-2.21635, -0.54621, 4.60241], [-4.33057, -1.50542, 5.44796], [-4.77873, -1.98912, 3.77552], [-0.32149, -4.09789, 4.40824], [-0.88667, -4.15165, 2.97920], [-2.29115, -4.06243, 3.26088], [-2.54886, -4.55343, 4.50796], [-3.59948, -4.65866, 4.98914], [-1.37539, -4.80431, 5.13889], [-0.64439, -5.36955, 2.42313], [-0.30573, -3.10519, 4.86822], [0.56854, -4.69786, 4.57882], [-0.60139, -3.33354, 2.31319], [0.79897, -5.09698, -0.07529], [1.34720, -4.23532, -1.18069], [0.74151, -4.77371, -2.32149], [0.38377, -6.06391, -2.01432], [-0.11780, -6.76146, -2.78111], [0.69839, -6.34979, -0.73419], [2.73429, -4.42224, -1.28733], [-0.14859, -4.64782, 0.22110], [1.44993, -5.01982, 0.78950], [1.07781, -3.19261, -1.02245], [-3.35243, -2.40487, -1.41325], [-3.01549, -2.77974, 0.02057], [-2.63564, -4.11229, -0.02635], [-3.18923, -4.64698, -1.17136], [-3.34874, -5.76238, -1.33662], [-3.58978, -3.67932, -2.00568], [-4.25491, -2.71581, 0.77847], [-2.48426, -1.89649, -1.85188], [-4.21756, -1.75550, -1.50683], [-2.31798, -2.07701, 0.48064]],
  "lowdin_charge": [0.025, -0.350, -0.006, 0.042, -0.111, -0.227, -0.107, 0.113, 0.120, 0.119, 0.098, 0.111, 0.112, 0.092, 0.098, 0.109, 0.108, 0.137, 0.112, 0.123, 0.049, 0.011, -0.371, 0.029, 0.017, -0.102, -0.218, -0.117, 0.056, 0.121, 0.118, 0.107, 0.080, 0.109, 0.115, 0.120, 0.115, 0.145, 0.140, 0.128, 0.099, 0.037, 0.014, -0.350, 0.013, 0.015, -0.108, -0.220, -0.054, 0.125, 0.107, 0.104, 0.096, 0.095, 0.105, 0.104, 0.085, 0.100, 0.141, 0.148, 0.121, 0.140, 0.111, 0.017, -0.363, 0.003, 0.046, -0.120, -0.227, -0.127, 0.113, 0.113, 0.093, 0.094, 0.116, 0.116, 0.119, 0.109, 0.110, 0.127, 0.150, 0.112, 0.124, 0.055, -0.699, -0.188, -0.121, -0.118, -0.024, -0.499, -0.147, -0.160, -0.129, -0.501, -0.076, -0.033, 0.000, -0.011, -0.021, 0.090, 0.051, 0.059, 0.129, 0.104, 0.116, 0.115, 0.096, 0.125, 0.075, 0.099, 0.068, 0.054, 0.071, 0.096, 0.082, 0.094, 0.085, 0.071, -0.056, -0.055, 0.086, -0.581, 0.122, 0.008, 0.106, 0.122, 0.137, 0.132, -0.028, -0.278, 0.091, -0.578, 0.212, 0.063, 0.086, 0.132, 0.141, 0.132, -0.085, -0.301, 0.103, -0.564, 0.237, 0.119, 0.031, 0.111, 0.129, 0.129, -0.073, -0.246, 0.125, -0.570, 0.264, 0.103, -0.015, 0.100, 0.136, 0.144],
  "lumo_ev": -4.54,
  "charge": 2,
  "homo_lumo_gap_ev": 7.41
}

---

Record 2
{
  "formula": "C17H33N5SSbSe4SiW",
  "method": "wB97M-V/def2-TZVPD",
  "symbols": ["W", "Se", "Sb", "Se", "Se", "Se", "N", "C", "N", "C", "N", "C", "C", "C", "C", "Si", "C", "C", "C", "C", "C", "C", "C", "C", "H", "H", "H", "H", "H", "H", "H", "H", "H", "H", "H", "H", "H", "H", "H", "H", "H", "H", "H", "H", "H", "H", "H", "H", "H", "H", "H", "S", "C", "N", "C", "C", "N", "H", "H", "H", "H", "H", "H"],
  "xyz": [[0.25476, 0.17982, -1.41272], [4.56039, 1.63258, 0.07726], [3.01320, 0.49440, -1.36910], [1.31567, 2.22313, -2.25768], [0.49510, -1.99098, -1.93215], [4.07995, -0.71321, -3.18098], [-1.53386, 1.12338, -0.97009], [-2.25907, 2.03827, -1.12536], [-3.07669, 2.96267, -1.36589], [-3.50940, 3.83140, -0.46152], [-3.95275, 4.62295, 0.25423], [-1.37073, -3.08252, 1.04967], [-1.66960, -1.61488, 1.38853], [-2.24396, -1.60390, 2.81755], [-2.81468, -1.19707, 0.45516], [-0.09262, -0.43891, 1.24217], [1.44361, -1.38342, 2.05797], [2.61833, -0.43305, 2.32649], [1.10033, -2.04241, 3.40800], [2.01724, -2.50167, 1.17536], [-0.41518, 1.20741, 2.26294], [0.53409, 2.30042, 1.74355], [-0.16761, 1.03863, 3.77631], [-1.83994, 1.78009, 2.16816], [-2.30248, -3.65537, 1.13360], [-0.65170, -3.53814, 1.72522], [-1.00696, -3.20657, 0.03032], [-3.11395, -2.27141, 2.84596], [-2.58772, -0.61926, 3.12588], [-1.53504, -1.96341, 3.56123], [-3.67554, -1.85023, 0.64439], [-2.54302, -1.30499, -0.59518], [-3.13643, -0.16828, 0.61555], [2.44357, 0.24288, 3.16053], [2.89071, 0.17280, 1.46645], [3.50624, -1.02542, 2.57727], [0.64821, -1.35333, 4.12134], [2.03359, -2.40620, 3.85422], [0.44431, -2.90341, 3.30230], [2.50604, -2.11237, 0.28448], [1.27094, -3.22761, 0.85316], [2.77956, -3.03886, 1.75188], [1.58273, 2.00619, 1.75542], [0.43259, 3.19630, 2.36734], [0.28983, 2.58793, 0.71797], [0.85689, 0.77601, 4.02105], [-0.82643, 0.29598, 4.22770], [-0.37766, 1.99691, 4.26558], [-2.16262, 1.97657, 1.15270], [-1.86142, 2.73787, 2.69912], [-2.58695, 1.13927, 2.63631], [-1.14169, 0.42657, -3.66146], [-0.00728, 0.50458, -4.92151], [-0.29874, 1.14973, -6.08272], [0.93816, 1.39796, -6.83123], [1.87511, 0.33440, -6.24068], [1.20030, -0.01356, -4.99553], [-1.02053, 1.84975, -6.03427], [1.30651, 2.40763, -6.63293], [0.78710, 1.27385, -7.90129], [2.87591, 0.70412, -6.02876], [1.95029, -0.54707, -6.88145], [1.73099, -0.40497, -4.21785]],
  "lowdin_charge": [0.260, -0.129, -0.083, 0.072, 0.252, -0.171, -0.135, -0.371, 0.113, -0.387, 0.098, -0.128, -0.613, -0.100, -0.128, 0.787, -0.606, -0.153, -0.106, -0.144, -0.600, -0.114, -0.103, -0.102, 0.083, 0.055, 0.008, 0.083, 0.050, 0.061, 0.082, 0.051, 0.059, 0.064, -0.085, 0.089, 0.054, 0.085, 0.058, 0.025, 0.045, 0.085, 0.050, 0.087, 0.034, 0.052, 0.064, 0.084, 0.028, 0.088, 0.060, 0.601, -0.830, 0.014, -0.133, -0.132, 0.021, 0.125, 0.119, 0.110, 0.106, 0.120, -0.032],
  "lumo_ev": 1.21,
  "de_lowest_kcal_mol": 34.3,
  "charge": -1,
  "homo_lumo_gap_ev": 5.94
}

---

no.,maximum force (hartree/bohr)
1,0.083
2,0.011